(1)
Molecular formula: C3H4O3
Method: DFT, ωB97M-V/def2-TZVPD

Structure (XYZ):
```
10
C3H4O3, DFT ωB97M-V/def2-TZVPD
H 0.848 1.631 -0.837
O 1.289 -0.683 -2.077
H -2.193 -0.182 1.870
H 0.010 1.668 0.837
C 0.022 -0.163 -0.135
O -0.840 -0.776 0.738
C 0.816 -1.064 -1.031
C 0.300 1.134 -0.054
O -1.408 0.279 1.546
H 1.056 -2.071 -0.631
```

The value obtained for the frontier orbital gap is 9.754 eV. The energy relative to the best compared isomer or geometry (same formula, charge and spin) is 453.3 kJ/mol. For the HOMO energy, the calculation gives -0.3468 hartree. Its charge is 0. The calculated total energy is -342.283266 a.u.


(2)
Molecular formula: C3H4O3
Method: DFT, ωB97M-V/def2-TZVPD

Structure (XYZ):
```
10
C3H4O3, DFT ωB97M-V/def2-TZVPD
H -1.531 1.090 -0.465
H -1.043 -1.553 1.124
O -1.450 0.147 -0.679
H 1.792 0.760 0.168
H 0.264 -0.821 -1.238
C 0.790 0.972 -0.244
O 0.957 -1.342 1.433
C -0.136 -0.223 -0.400
C -0.066 -1.117 0.835
O 0.423 2.086 -0.534
```

The value obtained for the frontier orbital gap is 10.610 eV. The energy relative to the best compared isomer or geometry (same formula, charge and spin) is 150.6 kJ/mol. For the HOMO energy, the calculation gives -0.3751 hartree. Its charge is 0. The calculated total energy is -342.398556 a.u.